A) This record from OMol25 describes a 2-piece molecular cluster, C8H8N4O4 overall. The level of theory is ωB97M-V with the def2-TZVPD basis set.

Values from the calculation:
Frontier orbital gap ... 9.68 eV
SMILES string ... O=c1cc[nH]c(=O)[nH]1.O=c1cc[nH]c(=O)[nH]1
Lowest unoccupied orbital energy ... 0.32 eV

CARTESIAN COORDINATES (ANGSTROEM)
O  -0.8530  0.2759  2.0211
C  -1.6862  0.0156  1.1806
C  -2.0493  -1.3674  0.8352
C  -2.9063  -1.4253  -0.2299
N  -3.4081  -0.2973  -0.8709
C  -3.2800  1.0125  -0.3981
O  -3.9800  1.9660  -0.7351
N  -2.3650  1.0352  0.5676
H  -1.4452  -2.1273  1.1858
H  -3.2258  -2.4205  -0.5497
H  -4.3388  -0.3904  -1.3883
H  -2.1896  2.0458  0.7648
O  1.0646  -1.8362  -0.8046
C  1.7598  -0.8662  -0.5546
C  3.0444  -1.1522  0.0363
C  3.9149  -0.1113  0.2494
N  3.5112  1.2147  -0.0514
C  2.1850  1.5443  -0.2802
O  1.7046  2.6718  -0.0306
N  1.4311  0.4252  -0.5884
H  3.3714  -2.2475  -0.0068
H  4.8819  -0.3576  0.7189
H  4.4391  1.9412  -0.2110
H  0.4192  0.4510  -0.8601

***

B) This record from OMol25 describes a 2-piece molecular cluster, C8H8N4O4 overall. The level of theory is ωB97M-V with the def2-TZVPD basis set.

Values from the calculation:
Frontier orbital gap ... 9.39 eV
SMILES string ... O=c1cc[nH]c(=O)[nH]1.O=c1cc[nH]c(=O)[nH]1
Lowest unoccupied orbital energy ... 0.34 eV

CARTESIAN COORDINATES (ANGSTROEM)
O  -0.3588  1.0229  0.2447
C  -0.8906  0.5664  1.2735
C  -0.9215  -0.9643  1.6223
C  -1.2580  -1.4810  2.8579
N  -1.5822  -0.5566  3.8310
C  -1.2540  0.8390  3.6992
O  -1.1511  1.4636  4.7459
N  -1.0828  1.2688  2.4887
H  -0.4880  -1.6380  0.9069
H  -1.3905  -2.4480  3.1545
H  -1.7405  -0.7441  4.9235
H  -0.6471  2.2826  2.5972
O  -0.5739  -1.1784  -4.2252
C  0.2846  -0.5805  -3.6224
C  0.3027  0.8858  -3.6310
C  1.3826  1.3846  -2.8645
N  1.9710  0.6150  -1.9735
C  1.7278  -0.6673  -1.7332
O  1.8576  -1.2235  -0.5899
N  1.0426  -1.2942  -2.7753
H  -0.4221  1.4881  -4.2057
H  1.8200  2.3468  -2.7247
H  2.7173  0.8902  -1.4503
H  0.6547  -2.2781  -2.5498

***

Stability summary - winner: A); margin: 0.761 eV.

***

A) This record from OMol25 describes the molecule C6H11N. The level of theory is ωB97M-V with the def2-TZVPD basis set.

Values from the calculation:
Frontier orbital gap ... 8.24 eV
SMILES string ... C=CC(N)=C(C)C
Lowest unoccupied orbital energy ... 0.62 eV

CARTESIAN COORDINATES (ANGSTROEM)
C  -2.7714  0.4427  -0.2235
C  -1.4619  0.6195  -0.6580
C  -0.4065  0.3412  0.3084
N  -0.9177  -0.1449  1.6400
C  0.7959  -0.0790  -0.1653
C  2.0316  0.0161  0.8175
C  1.1337  -0.5374  -1.5517
H  -3.4945  -0.0611  -0.7950
H  -3.0816  0.4475  0.8929
H  -1.2164  0.8186  -1.7510
H  -1.0794  0.7366  2.1870
H  -0.2531  -0.6325  2.2465
H  2.5788  -0.9651  0.7269
H  1.7479  0.3773  1.8457
H  2.7062  0.7307  0.3788
H  1.6709  -1.5344  -1.6747
H  0.2025  -0.6460  -2.0938
H  1.8150  0.0701  -2.1307

***

B) This record from OMol25 describes the molecule C6H11N. The level of theory is ωB97M-V with the def2-TZVPD basis set.

Values from the calculation:
Frontier orbital gap ... 10.18 eV
SMILES string ... C=C/C=C/CCN
Lowest unoccupied orbital energy ... 1.16 eV

CARTESIAN COORDINATES (ANGSTROEM)
C  2.2014  -0.3316  -2.7688
C  1.0237  -0.5280  -2.1805
C  0.5718  0.3018  -1.0396
C  0.2942  -0.1241  0.1754
C  -0.0501  0.7516  1.3377
C  -1.2011  0.1425  2.1624
N  -2.3545  -0.2851  1.3899
H  2.8730  0.4683  -2.4768
H  2.4652  -1.0322  -3.5419
H  0.4300  -1.3969  -2.4598
H  0.4166  1.3646  -1.2236
H  0.3050  -1.1862  0.4237
H  0.7891  0.8972  2.0110
H  -0.4390  1.7008  0.9498
H  -1.5536  0.8818  2.8790
H  -0.8382  -0.7320  2.7037
H  -2.6414  0.3289  0.6397
H  -2.2923  -1.2214  1.0187

***

C) This record from OMol25 describes C6H11N as an isolated structure. The level of theory is ωB97M-V with the def2-TZVPD basis set.

Values from the calculation:
Frontier orbital gap ... 8.65 eV
Lowest unoccupied orbital energy ... 0.61 eV

CARTESIAN COORDINATES (ANGSTROEM)
C  -3.0309  0.0487  -0.9948
C  -1.5892  0.3989  -0.7546
C  -0.5481  -0.3473  -1.1780
C  1.9149  -0.4311  1.1571
C  3.2185  0.0611  0.6065
C  0.9447  0.4028  1.5034
N  -0.1030  1.0016  1.7072
H  -3.6887  0.4036  -0.2018
H  -3.3270  0.6039  -1.9031
H  -3.1730  -1.0173  -1.1943
H  -1.4500  1.4730  -0.6566
H  -0.8878  0.2695  0.9078
H  -0.6350  -1.4249  -1.3141
H  0.3533  0.1484  -1.5253
H  1.8983  -1.4002  1.6528
H  3.6187  -0.6172  -0.1505
H  3.0995  1.0606  0.1785
H  3.9397  0.1387  1.4331

***

Stability summary - winner: B); margin: 1.584 eV.

***

A) This record from OMol25 describes the molecule C6H11N. The level of theory is ωB97M-V with the def2-TZVPD basis set.

Values from the calculation:
Frontier orbital gap ... 8.42 eV
SMILES string ... C=CC/C(C)=C/N
Lowest unoccupied orbital energy ... 0.99 eV

CARTESIAN COORDINATES (ANGSTROEM)
C  -2.4002  1.2435  1.6092
C  -1.5690  0.6576  0.7253
C  -0.2546  -0.1245  1.0249
C  0.4427  -0.2219  -0.3112
C  0.8849  1.1145  -0.8908
C  0.8086  -1.3486  -0.9344
N  2.1581  -1.5119  -1.3933
H  -3.3471  1.6450  1.2626
H  -2.4006  0.8463  2.6155
H  -2.0874  0.2752  -0.1417
H  -0.4350  -1.1097  1.4258
H  0.3124  0.4326  1.7839
H  1.1369  0.9149  -1.9254
H  1.5735  1.5942  -0.1680
H  0.0034  1.7194  -1.1192
H  0.1440  -2.2401  -1.1056
H  2.8968  -1.4233  -0.7170
H  2.1324  -2.4632  -1.7407

***

B) This record from OMol25 describes the molecule C6H11N. The level of theory is ωB97M-V with the def2-TZVPD basis set.

Values from the calculation:
Frontier orbital gap ... 5.04 eV
Lowest unoccupied orbital energy ... -1.10 eV

CARTESIAN COORDINATES (ANGSTROEM)
C  -2.4439  -0.1826  0.9164
N  -1.2418  1.7003  -0.9537
C  -0.4212  0.8116  -0.0385
C  -0.9979  0.0316  0.9691
C  3.0167  -1.0315  -0.2779
C  1.6040  -0.8542  -0.1690
C  0.9408  0.5132  -0.3906
H  -2.6171  -0.8502  0.0142
H  -2.7540  -0.7715  1.8623
H  -3.1431  0.7646  0.7051
H  -2.1034  2.0753  -0.4772
H  -0.5858  2.3742  -1.3143
H  -0.5334  -0.5741  1.7306
H  3.4893  -1.2622  -1.1773
H  3.5073  -1.1698  0.6787
H  1.9003  -1.1618  -1.2665
H  0.8266  -1.5131  0.2869
H  1.5568  1.1002  -1.0983

***

C) This record from OMol25 describes a 3-piece molecular cluster, C6H11N overall. The level of theory is ωB97M-V with the def2-TZVPD basis set.

Values from the calculation:
Frontier orbital gap ... 10.55 eV
Lowest unoccupied orbital energy ... 0.79 eV

CARTESIAN COORDINATES (ANGSTROEM)
C  -0.0831  0.0931  -0.1667
C  0.4129  -1.0656  0.7068
C  0.8506  0.2855  -1.3804
C  -0.0040  1.3305  0.6376
C  -1.5096  -0.0526  -0.6457
C  -2.3086  -1.0858  -0.4324
N  0.5525  2.0882  1.3204
H  1.7873  2.0970  2.0964
H  2.6339  1.6460  2.0791
H  -1.8653  0.7873  -1.2313
H  -0.2301  -1.2019  1.5758
H  0.4245  -1.9863  0.1243
H  1.4232  -0.8541  1.0590
H  0.8302  -0.6162  -1.9913
H  0.5270  1.1272  -1.9923
H  1.8703  0.4725  -1.0446
H  -3.2981  -1.1190  -0.8625
H  -2.0135  -1.9457  0.1479

***

Stability summary - winner: C); margin: 0.559 eV.

***

A) This record from OMol25 describes C6H11N as an isolated structure. The level of theory is ωB97M-V with the def2-TZVPD basis set.

Values from the calculation:
Frontier orbital gap ... 9.14 eV
Lowest unoccupied orbital energy ... 0.88 eV

CARTESIAN COORDINATES (ANGSTROEM)
C  -0.6680  -0.1955  1.9406
C  0.4548  -0.2117  0.9032
C  0.1483  0.0907  -0.6038
C  1.1881  0.9612  -1.2880
C  -1.2781  0.4143  -0.9984
C  0.4980  -1.2701  -0.3930
N  0.7413  -2.5027  -0.5088
H  -1.0963  0.8082  2.0886
H  -0.3081  -0.5382  2.9183
H  -1.4899  -0.8599  1.6543
H  0.8983  -2.1633  0.5542
H  1.3860  0.2707  1.2458
H  2.2105  0.6867  -1.0017
H  1.1071  0.8800  -2.3775
H  1.0196  2.0058  -1.0024
H  -1.3861  0.3487  -2.0865
H  -2.0081  -0.2639  -0.5436
H  -1.5152  1.4379  -0.6888

***

B) This record from OMol25 describes the molecule C6H11N. The level of theory is ωB97M-V with the def2-TZVPD basis set.

Values from the calculation:
Frontier orbital gap ... 9.43 eV
SMILES string ... C=CNC/C=C/C
Lowest unoccupied orbital energy ... 0.98 eV

CARTESIAN COORDINATES (ANGSTROEM)
C  -1.6044  2.3007  -1.4772
C  -1.3461  1.1291  -0.8502
N  -0.6630  1.0504  0.3731
C  -0.9846  -0.2310  0.9993
C  -0.0355  -1.2214  0.3902
C  1.1383  -1.4541  0.8840
C  2.3612  -1.2867  0.0688
H  -1.5438  3.2545  -0.8813
H  -1.9874  2.1925  -2.4523
H  -1.6108  0.2852  -1.4103
H  0.4172  1.2268  0.1846
H  -2.0760  -0.6119  1.0655
H  -0.7950  0.0507  2.0466
H  -0.5425  -1.5453  -0.5935
H  1.0916  -1.3702  2.0120
H  2.7662  -0.2372  0.2363
H  2.3102  -1.5236  -1.0362
H  3.1044  -2.0084  0.4406

***

C) This record from OMol25 describes the molecule C6H11N. The level of theory is ωB97M-V with the def2-TZVPD basis set.

Values from the calculation:
Frontier orbital gap ... 12.34 eV
SMILES string ... CCC(C#N)CC
Lowest unoccupied orbital energy ... 0.95 eV

CARTESIAN COORDINATES (ANGSTROEM)
C  -2.5716  0.2182  0.1001
C  -1.2739  -0.5093  -0.2791
C  0.0207  0.0738  0.3073
C  0.0678  1.5306  0.0870
N  0.0818  2.6699  -0.1174
C  1.2298  -0.6115  -0.3442
C  2.5732  -0.1723  0.2190
H  -3.3329  -0.4645  0.4934
H  -2.9852  0.6871  -0.7917
H  -2.4197  1.0156  0.8364
H  -1.3214  -1.5618  0.0183
H  -1.1502  -0.5019  -1.3693
H  0.0494  -0.0875  1.3942
H  1.0955  -1.6935  -0.2194
H  1.1826  -0.4115  -1.4221
H  2.6380  -0.3855  1.2921
H  3.3925  -0.6987  -0.2795
H  2.7236  0.9029  0.0750

***

D) This record from OMol25 describes the molecule C6H11N. The level of theory is ωB97M-V with the def2-TZVPD basis set.

Values from the calculation:
Frontier orbital gap ... 10.67 eV
SMILES string ... [H]/N=C/[C@H](C)CC=C
Lowest unoccupied orbital energy ... 1.11 eV

CARTESIAN COORDINATES (ANGSTROEM)
H  -0.8589  2.4494  1.1974
N  -0.0802  1.9313  0.7909
C  -0.1545  0.7134  1.1379
C  0.7720  -0.3353  0.5714
C  2.1773  0.1992  0.3142
C  0.1313  -0.8688  -0.7393
C  -1.3658  -0.9939  -0.6492
C  -2.2005  -0.0859  -1.1480
H  -0.9451  0.3319  1.7934
H  0.8259  -1.1633  1.2893
H  2.8092  -0.5714  -0.1418
H  2.1292  1.0603  -0.3571
H  2.6502  0.5318  1.2442
H  0.5888  -1.8341  -0.9896
H  0.3784  -0.1647  -1.5429
H  -1.7592  -1.8281  -0.0667
H  -1.8229  0.7736  -1.6996
H  -3.2752  -0.1453  -1.0047

***

Stability summary - winner: C); margin: 0.991 eV.